1.
Density functional theory data (wB97M-V/def2-TZVPD) for 8 unconnected molecules or ions with the total composition C15H39BN7O16 in a non-equilibrium geometry.

```
78
Properties=species:S:1:pos:R:3:forces:R:3:lowdin_charge:R:1
O -1.4309 -0.7688 -4.6808 0.0 -0.1 -0.1 0.062
O -0.2038 -0.5804 2.9425 0.1 0.0 0.0 0.063
H 3.3215 -0.4823 -1.9334 0.1 -0.1 0.1 0.114
H -2.0397 1.5905 -1.7469 0.0 0.0 0.0 0.093
H 3.5753 -2.2056 3.2443 0.0 -0.1 0.0 0.103
O -6.2164 1.4792 -7.6761 0.0 0.1 0.1 0.085
H 5.4400 0.5216 0.6294 0.1 0.0 -0.2 0.109
H -3.4681 -3.1226 5.1195 0.0 0.0 0.0 0.088
C -0.9283 0.3581 -0.4032 -0.3 0.3 -0.1 -0.105
H -1.4962 0.0908 5.7658 0.0 0.0 0.0 0.072
C 2.6587 -1.7385 2.8946 0.1 0.1 -0.1 0.051
N 1.7570 -2.8270 2.4262 0.0 0.0 0.1 -0.450
O 1.4288 -3.6747 3.2418 0.0 0.0 0.1 0.021
C 7.0995 2.6739 -2.5348 0.0 0.0 0.1 0.043
H -0.4135 1.0235 0.2910 0.2 -0.1 0.0 0.067
C 0.0070 2.0328 -2.1440 -0.3 -0.2 -0.4 -0.202
C -1.0989 1.0315 -1.7775 0.0 0.2 0.4 -0.258
H 1.3355 2.0255 -3.8590 -0.1 0.0 -0.1 0.092
H -1.9218 -0.1861 -7.1286 0.0 0.0 0.0 0.100
C 2.7570 0.2366 -1.3289 -0.2 0.3 -0.1 -0.141
H 3.6233 1.5852 2.7701 0.1 -0.2 -0.1 0.052
H -0.4566 2.8032 -2.7687 0.0 0.1 0.1 0.094
H 5.2207 1.3496 -0.8949 -0.3 0.3 -0.1 0.085
H -1.2205 0.2835 -2.5589 0.0 0.0 0.0 0.065
H 3.3542 1.6669 -2.8436 0.1 0.0 0.1 0.095
H 7.5833 2.5468 -1.5747 0.0 0.0 0.0 0.098
H -1.5066 -1.4968 4.9389 0.0 0.0 0.0 0.078
H -7.3967 1.2073 -9.9523 0.0 0.1 0.0 0.099
H 2.8403 -1.0695 2.0647 -0.1 0.1 0.1 0.063
N -2.2845 -1.3706 8.2818 -0.2 -0.1 0.0 -0.435
H -4.2318 -1.4388 9.0036 0.0 0.0 0.0 0.091
B 3.3426 2.1190 1.6761 0.0 0.5 0.0 -0.606
O 9.3100 2.6823 -3.2529 0.1 0.0 0.0 0.054
H -2.3716 -0.1126 4.2077 0.0 0.0 0.0 0.100
C 2.5319 1.5186 -2.1355 -0.1 -0.1 -0.3 -0.194
H 3.5668 -0.5487 0.4455 -0.1 0.0 0.1 0.110
N -2.5097 -0.4856 -5.1549 0.0 0.0 -0.1 -0.444
H -3.6851 -0.4616 -6.9140 0.1 0.0 0.1 0.056
C -4.2893 -3.8045 5.3184 0.0 -0.1 0.0 0.062
H 2.5201 2.3755 -1.4607 0.1 0.0 0.0 0.115
O -2.0933 -0.1757 8.2849 0.1 0.1 0.0 0.074
H -5.8395 2.0490 -10.1619 0.0 0.0 0.0 0.100
H -5.9874 0.3204 -10.6228 0.0 0.0 0.0 0.092
H 6.4655 1.8262 -2.7734 0.0 0.0 -0.1 0.090
H 2.7781 3.2018 1.8803 0.0 -0.2 0.0 0.051
O -1.7504 -2.1649 7.5322 0.0 0.0 -0.1 0.056
H -5.0983 -3.6407 4.6134 0.0 0.1 0.0 0.103
O -4.7872 -4.3428 7.5222 0.0 -0.1 0.0 0.063
O 2.5161 1.2259 0.8047 0.0 -0.1 0.3 -0.091
C -3.2835 -1.9087 9.2405 -0.1 -0.1 0.2 0.035
O -3.4422 -0.0034 -4.5497 -0.1 0.0 0.0 0.075
C -1.5217 -0.4195 4.8111 0.0 0.2 0.0 0.039
H 1.0277 0.4233 -3.1908 -0.1 0.0 -0.2 0.098
H -2.5232 -1.8198 -6.7559 0.1 0.0 0.0 0.100
O 4.5757 2.3477 0.8376 -0.2 0.2 -0.4 -0.126
C -6.3168 1.0984 -9.9456 0.0 -0.1 -0.1 0.046
C 3.3859 0.4624 0.0370 0.0 -0.2 -0.5 -0.394
C -2.6866 -0.7564 -6.6093 -0.1 0.1 -0.1 0.043
H -3.3367 -2.9810 9.1007 0.0 0.0 0.0 0.078
O 0.5043 0.6818 4.5444 0.1 0.0 0.1 0.092
H -2.9678 -1.6582 10.2488 0.1 0.1 0.0 0.101
H -0.3884 -0.5861 -0.4450 0.1 0.0 0.0 0.061
O -5.2217 -2.3478 6.8473 0.0 0.0 0.0 0.051
O -5.3324 -0.3396 -8.4143 -0.1 0.0 -0.1 0.050
N -0.2986 -0.0664 4.0376 -0.2 -0.1 0.0 -0.435
O 1.4068 -2.8235 1.2693 0.0 0.0 -0.1 0.069
H -1.9168 0.1718 0.0257 0.0 -0.2 0.0 0.058
H 1.7829 -0.2200 -1.1330 0.0 -0.1 0.0 0.099
C 4.7463 1.1944 0.0835 0.6 -0.6 0.9 -0.221
H 6.5253 3.5942 -2.5683 -0.1 0.0 0.0 0.107
N -4.8118 -3.4779 6.6731 0.1 0.0 -0.1 -0.441
N 8.1469 2.7607 -3.5900 0.0 0.0 0.0 -0.458
H 0.3504 2.5259 -1.2333 0.1 0.0 0.0 0.106
N -5.9224 0.7133 -8.5623 0.0 0.0 0.0 -0.445
C 1.2084 1.4686 -2.9281 0.4 0.1 0.4 -0.201
H -3.9586 -4.8353 5.3224 0.0 0.0 0.0 0.099
H 2.1617 -1.2186 3.7047 0.0 0.0 0.0 0.079
O 7.7680 2.9060 -4.7341 0.0 0.0 -0.1 0.049
```
Positions in Å, forces in eV/Å.

Output
HOMO-LUMO gap, Ha: 0.18351
Strongest force on any atom, eV Å⁻¹: 1.22
LUMO level, Ha: 0.0386
E, Ha: -2206.31822
Total charge: -1

---

2.
Density functional theory data (wB97M-V/def2-TZVPD) for 3 unconnected molecules or ions with the total composition C15H39BN9O5P2 in a non-equilibrium geometry.

```
71
Properties=species:S:1:pos:R:3:forces:R:3:lowdin_charge:R:1
H 0.0689 4.8852 3.6470 -0.1 -0.2 -0.2 0.079
C -3.6083 -4.4338 -2.8915 0.1 0.0 0.8 -0.141
H -2.4046 0.1505 -5.3280 -0.1 -0.1 0.1 0.076
H 0.0414 -2.7226 -0.4804 0.0 0.0 0.0 0.082
H 1.5357 5.4329 2.9184 0.2 0.0 0.0 0.048
N 2.9088 -3.5242 4.8148 0.5 0.5 0.1 0.089
H -1.3173 -5.4977 -3.8665 0.0 -0.2 -0.1 0.077
H -3.5453 -2.0248 -0.9062 0.0 0.1 -0.1 0.049
O -0.1927 -1.9601 5.2337 0.9 0.0 -0.2 0.042
H 4.1322 5.1008 0.5404 0.0 0.1 0.0 0.077
C -0.0290 -4.0015 2.8796 1.8 -1.2 3.5 -0.387
H -0.9209 -0.7697 -5.1866 0.0 -0.1 0.1 0.067
H -3.1671 -5.0829 -2.1300 -0.1 0.1 0.1 0.087
C -2.4751 -2.0464 -0.6905 -0.2 0.2 -0.1 -0.123
C 1.8310 -3.0866 3.8337 -0.5 1.3 0.0 -0.176
H -4.2765 -5.0481 -3.5057 0.2 0.1 -0.4 0.085
O 0.9323 -4.3201 3.7256 -1.4 0.2 -1.7 -0.056
H -4.1485 -0.1525 -3.9160 0.3 0.0 -0.1 0.081
H -1.5144 3.9280 2.2548 0.1 0.1 0.0 0.076
C 2.5617 -3.3644 5.9709 -0.7 -1.3 -1.2 -0.381
H 2.2700 -0.2422 4.1829 -0.2 0.0 -0.5 0.053
H -0.0350 -4.1924 -1.4630 0.0 0.1 -0.1 0.070
N -1.7863 -3.0013 -1.5549 -0.5 -0.3 0.7 -0.343
C -2.0089 -0.8466 -5.1202 0.5 -0.2 0.1 -0.155
H 1.4405 6.1135 -1.0855 0.2 -0.3 -0.2 0.085
C 1.1917 5.5304 -0.1920 -0.5 0.1 0.6 -0.147
H 3.3445 5.2927 2.1193 -0.2 -0.1 -0.1 0.048
C -3.8471 -1.1751 -3.6675 -0.3 -0.6 0.0 -0.147
C 4.2999 2.3987 0.7611 -0.4 -0.5 0.0 -0.142
C -0.6211 -3.5209 -0.8247 0.2 -0.4 -0.3 -0.145
H -1.0083 2.6638 1.1412 0.0 0.0 0.1 0.072
H -0.6702 2.4879 2.8683 0.0 -0.1 -0.1 0.084
N 1.3207 -0.4798 3.8914 -0.4 -0.3 0.6 0.098
H 1.7134 2.6538 -1.7927 -0.1 0.0 0.0 0.076
N -2.4154 -1.3164 -3.8011 -0.1 1.2 -0.5 -0.331
O 1.5966 1.7660 1.9271 -0.5 -2.0 -3.7 -0.264
H -4.4043 -1.8517 -4.3316 -0.1 0.0 0.0 0.077
H -2.4137 -2.3520 0.3575 0.3 -0.2 -0.2 0.073
P -1.4178 -2.5827 -3.1957 -4.0 3.9 5.5 0.763
N -2.6122 -3.8062 -3.7463 2.1 -1.8 -2.4 -0.308
P 1.7062 2.9392 0.9578 1.2 4.2 6.2 0.781
H 3.9419 1.3674 0.8074 -0.1 0.1 0.0 0.075
O -0.2692 -1.6524 -2.8034 1.9 -2.2 -3.0 -0.286
C 3.9375 4.6159 1.5082 -0.3 0.4 -0.5 -0.148
H 0.1401 3.4316 -1.5429 0.0 0.0 -0.2 0.077
N -1.0777 -3.7802 2.4659 -0.9 0.3 -1.5 0.157
N 0.5587 3.9025 1.8403 -0.8 1.1 0.4 -0.348
B 0.9523 -1.8536 4.3681 0.3 -0.1 -0.2 -0.601
H 1.4332 4.2640 -2.4424 0.0 0.1 0.1 0.074
H 5.2549 2.4202 1.2905 -0.1 0.2 0.0 0.078
H 0.1035 5.5451 -0.0785 0.0 0.1 0.1 0.082
H 4.4743 2.6473 -0.2963 0.2 0.1 0.0 0.075
C -1.9287 -4.8615 -4.5175 -0.1 0.2 -0.3 -0.159
H 1.6411 6.0651 0.6431 -0.1 -0.2 0.1 0.062
O 2.1490 -3.4298 7.0615 0.3 0.7 1.0 0.130
H -4.2475 -3.7008 -2.4032 0.2 0.1 0.1 0.064
H 4.8959 4.5319 2.0298 0.0 -0.3 -0.1 0.082
H -2.6443 -5.4887 -5.0552 0.0 0.0 0.1 0.073
H 1.2604 -0.4430 2.8709 0.5 0.1 0.5 0.034
H -1.2698 -4.4110 -5.2671 0.0 0.0 0.0 0.071
H -2.0698 -1.0321 -0.7737 0.0 0.1 0.0 0.086
C 1.2208 3.6104 -1.5926 0.3 -0.1 -0.1 -0.151
H 0.1716 -1.8171 6.1274 -0.5 -0.2 -0.4 0.079
N 3.3345 3.3109 1.3668 1.0 -0.3 0.5 -0.328
C 0.9462 4.5319 3.0975 0.4 0.0 0.0 -0.133
C -0.7174 3.2076 2.0454 0.0 -0.2 -0.3 -0.143
H -4.1941 -1.3296 -2.6486 0.1 -0.2 0.0 0.050
H -2.3466 -1.5341 -5.9106 -0.1 0.1 -0.1 0.074
N 1.7276 4.1866 -0.3315 -0.7 -2.1 -2.8 -0.308
H -0.9416 -4.1028 0.0399 -0.1 0.2 0.0 0.046
H 1.5083 3.8571 3.7521 0.0 0.0 0.1 0.091
```
Positions in Å, forces in eV/Å.

Output
HOMO-LUMO gap, Ha: 0.13612
Strongest force on any atom, eV Å⁻¹: 7.86
LUMO level, Ha: 0.0403
E, Ha: -2171.27860
Total charge: -1

---

3.
Density functional theory data (wB97M-V/def2-TZVPD) for a molecular structure, C15H39O5Sn in a non-equilibrium geometry.

```
60
Properties=species:S:1:pos:R:3:forces:R:3:lowdin_charge:R:1
H -0.8833 1.2044 6.3156 -0.6 -0.4 -0.6 0.070
H 10.1136 2.7388 0.3381 0.4 0.8 -0.1 0.089
H -1.5177 4.6240 4.5178 -0.2 0.0 -0.1 0.082
H 7.2540 3.4994 1.2991 0.1 0.5 -0.3 0.072
H 1.8380 9.3544 2.1953 0.5 0.2 0.0 0.079
O 1.1989 -0.2655 8.1833 1.5 -1.9 2.3 -0.031
H 8.1050 0.8300 2.9073 -0.1 -0.1 0.6 0.091
H 9.5820 3.8548 1.6807 0.1 0.1 -0.3 0.085
H -1.4754 6.3001 3.8599 0.0 0.0 0.5 0.079
C 8.6948 1.9528 1.5324 -1.4 -1.3 -0.1 -0.556
H -0.6116 -0.5955 6.6392 -0.3 0.2 -0.4 0.088
H 2.9000 7.7161 7.0908 0.3 0.0 -0.3 0.056
C 2.6825 6.6628 7.2678 -0.5 0.5 1.2 -0.063
C 0.8352 0.7440 7.3595 -0.3 0.9 -0.9 -0.553
H 8.7100 1.0309 0.9510 1.4 -0.5 0.1 0.132
H 3.1218 12.4539 1.5677 0.3 -0.1 -0.4 0.084
H -2.5407 7.0218 1.9427 -0.1 0.1 -0.2 0.082
H -4.2345 5.3073 2.4023 -0.2 -0.1 0.0 0.088
H 4.6151 12.2062 2.5171 0.2 0.1 -0.4 0.077
C 1.8030 0.7656 6.1848 -0.5 0.3 -1.4 -0.067
C 4.2743 5.5360 5.6562 -1.4 -0.8 -0.4 -0.044
H 1.5069 1.5116 5.4473 -0.3 -0.1 -0.2 0.074
H 4.2332 6.4017 4.9952 0.7 0.5 0.5 0.067
O -3.5973 5.1271 3.0974 -1.6 -0.4 1.0 -0.049
O 5.0404 6.1866 7.9023 -1.4 0.6 -0.9 -0.077
H 2.2843 6.6303 8.2820 0.4 0.0 0.4 0.073
H 1.8476 -0.2023 5.6856 -0.2 -0.1 -0.1 0.086
Sn 5.7689 10.8231 8.0762 -0.3 -1.0 -0.2 1.152
H 5.0610 4.8258 5.4017 0.4 0.5 0.4 0.081
C 9.8595 2.8407 1.3932 0.5 0.5 -1.2 -0.052
H -1.3950 0.4854 7.7901 0.7 0.0 0.6 0.080
C 3.9394 5.7555 7.1660 1.3 1.0 -0.2 -0.530
H 10.7401 2.5773 1.9792 -0.3 -0.4 0.0 0.088
C 2.9878 11.1238 3.2290 -1.0 -1.6 -1.3 -0.494
H -3.0349 5.8810 0.6428 -0.1 0.0 0.1 0.078
O 8.5940 1.6560 2.8950 -0.3 -0.8 1.0 -0.042
H -0.3376 5.1119 3.2929 0.1 -0.2 -0.1 0.076
C 7.3570 2.4461 1.0385 -1.0 2.0 0.2 -0.065
H 0.9863 1.7327 7.7927 -0.5 0.2 0.7 0.127
H 1.0905 10.9858 2.3346 -0.3 -0.4 -0.5 0.071
H 2.8368 1.0491 6.3823 0.0 -0.1 0.8 0.078
H 1.7666 6.4117 6.7328 0.5 -0.5 -0.8 0.077
C -2.3139 6.0846 1.4344 1.1 -0.5 0.4 -0.055
H 2.6963 11.9299 3.9023 -0.3 -0.1 0.0 0.129
H -1.3270 6.1771 0.9809 0.0 0.0 -0.2 0.074
C -1.3658 5.2400 3.6315 0.8 0.4 -0.2 -0.063
H 3.3735 5.0341 5.3030 -0.2 -0.4 0.0 0.068
H 3.6379 4.7980 7.5908 0.0 -0.5 0.0 0.137
H 2.0197 -0.6340 7.8485 0.1 -0.2 0.4 0.089
H 6.5025 2.0583 1.5931 0.2 -0.8 0.0 0.077
H 4.0652 10.8847 1.4237 0.1 0.3 -0.3 0.087
C 3.7568 11.7158 2.0579 -0.7 0.0 0.7 -0.057
O 3.8925 10.3334 3.9442 1.0 -0.6 1.7 -0.094
C -2.3426 4.9849 2.5267 0.0 0.9 -1.3 -0.526
H 1.1583 10.0094 3.7298 0.2 -0.4 0.1 0.068
C -0.6185 0.4229 7.0277 0.3 1.2 -1.1 -0.042
H -2.2280 4.0001 2.0737 0.1 -0.2 0.0 0.133
H 7.1310 2.3322 -0.0218 0.4 -0.1 0.0 0.082
C 1.7163 10.2380 2.8218 0.4 2.5 0.9 -0.033
H 3.9872 9.4657 3.5445 -0.1 0.0 -0.2 0.087
```
Positions in Å, forces in eV/Å.

Output
HOMO-LUMO gap, Ha: 0.10620
Strongest force on any atom, eV Å⁻¹: 3.34
LUMO level, Ha: -0.3009
E, Ha: -1184.77030
Total charge: +1